[1]
Computed, not measured: a molecular structure, C28H30F6N2O2PTi in a non-equilibrium geometry, with ωB97M-V/def2-TZVPD.

Each line ends with the Mulliken spin population.
Atoms and positions in Å:
Ti1 -0.85104 -1.20001 -0.19184  0.96
C1 2.70996 -3.59926 2.41133  0.00
C2 2.18846 -2.28056 1.84149  0.01
C3 3.13999 -1.12562 2.14764  0.00
C4 1.90599 -2.44447 0.33616  0.02
C5 3.16626 -2.40640 -0.53944  0.00
O1 3.06444 -1.14393 -1.23032  0.01
C6 1.86576 -0.64063 -1.03558  0.03
N1 1.10483 -1.31286 -0.20924  -0.05
C7 1.53193 0.54150 -1.83143  0.03
C8 2.29016 0.72582 -2.99199  0.00
C9 1.98467 1.73141 -3.89096  0.00
C10 0.88600 2.54024 -3.65984  0.01
C11 0.14295 2.39065 -2.49574  0.00
C12 0.47704 1.43392 -1.54427  0.00
P1 -0.59142 1.22567 -0.08317  0.01
C13 0.35110 1.28183 1.48187  -0.04
C14 1.38152 2.16755 1.77798  -0.01
C15 1.86797 2.24451 3.07462  0.00
C16 1.32823 1.45210 4.07842  0.00
C17 0.29192 0.57391 3.79493  0.00
C18 -0.19685 0.49851 2.50064  0.02
C19 -1.57687 2.73296 0.13617  0.00
C20 -1.01465 3.99897 -0.03464  0.00
C21 -1.76261 5.12276 0.27283  0.00
C22 -3.05440 4.99226 0.76626  0.00
C23 -3.59894 3.73301 0.96873  0.00
C24 -2.86345 2.60190 0.65441  0.00
H1 2.88480 -3.50372 3.48181  0.00
H2 3.65229 -3.88166 1.93795  0.00
H3 1.99847 -4.41318 2.25347  0.00
H4 1.23162 -2.03762 2.31599  0.00
H5 4.17103 -1.37171 1.89258  0.00
H6 3.11693 -0.90851 3.21432  0.00
H7 2.85646 -0.21384 1.61704  0.00
H8 1.35795 -3.37726 0.18031  -0.01
H9 3.20606 -3.19979 -1.28429  0.00
H10 4.08990 -2.41034 0.03056  0.00
H11 3.10861 0.05015 -3.19216  0.00
H12 2.59134 1.85830 -4.77682  0.00
H13 0.60582 3.29478 -4.38265  0.00
H14 -0.71402 3.02853 -2.33725  0.00
H15 1.79988 2.79768 1.00263  0.00
H16 2.66661 2.93628 3.30782  0.00
H17 1.69490 1.53758 5.09248  0.00
H18 -0.13677 -0.02860 4.58603  0.00
H19 -1.07653 -0.10690 2.27990  0.00
H20 0.00017 4.10768 -0.39328  0.00
H21 -1.33605 6.10626 0.12667  0.00
H22 -3.63107 5.87708 0.99868  0.00
H23 -4.59921 3.64016 1.37002  0.00
H24 -3.28312 1.61491 0.81053  0.00
C25 -2.60222 -1.48594 -3.81849  0.00
C26 -2.28949 -1.64373 -2.33478  0.01
O2 -1.10451 -1.04040 -1.94140  -0.03
C27 -2.18443 -3.17048 -1.93375  0.00
F1 -0.88578 -3.40308 -1.51918  0.01
F2 -2.47420 -4.01260 -2.88757  0.00
F3 -2.93364 -3.48023 -0.85273  0.00
C28 -3.39256 -0.92790 -1.49635  -0.01
F4 -3.30141 0.38254 -1.68914  0.00
F5 -4.62367 -1.31911 -1.68180  0.00
F6 -3.10328 -1.09149 -0.11333  0.00
H25 -1.98840 -2.16690 -4.40309  0.00
H26 -2.36867 -0.46434 -4.11101  0.00
H27 -3.65197 -1.69649 -4.01616  0.00
N2 -1.29991 -2.70818 1.35032  0.02
H28 -1.13299 -3.64642 0.98948  0.00
H29 -2.29036 -2.69306 1.58783  0.00
H30 -0.79750 -2.66419 2.23383  0.00

Summary:
HOMO energy (spin up / spin down) = -14.459 / -14.458 eV
Total charge = +2
LUMO energy (spin up / spin down) = -6.27 / -6.23 eV
Kohn-Sham gap (spin up / spin down) = 8.19 / 8.23 eV
Total energy = -3134.583786 Eh
Energy relative to the best compared isomer or geometry (same formula, charge and spin) = 21.6 kcal/mol
Spin multiplicity = 2

[2]
Computed, not measured: a single C9H18N2O4 molecule in a non-equilibrium geometry, with ωB97M-V/def2-TZVPD.

Each line ends with the natural charge from an NBO analysis.
Atoms and positions in Å:
C1 -1.96709 -0.72057 -0.77191  -0.18
C2 -1.16450 -1.28097 0.38413  0.67
C3 -2.50295 0.67360 -0.56481  0.11
C4 -3.07933 0.93161 0.79981  -0.64
C5 1.11365 -0.34915 -0.23456  -0.17
C6 2.17036 -1.33498 -0.59068  0.78
C7 1.75142 0.88300 0.37395  -0.20
C8 2.41833 1.70037 -0.79813  -0.63
C9 2.60277 0.62059 1.63773  -0.62
H1 -2.38311 -2.56184 -1.43487  0.35
H2 -3.26432 -2.06969 -0.21743  0.37
H3 -1.40615 -0.68437 -1.67796  0.21
H4 -3.25276 0.90690 -1.34250  0.19
H5 -1.74276 2.48524 -0.64180  0.47
H6 -3.49530 1.92536 0.76514  0.20
H7 -3.82607 0.22361 1.07297  0.23
H8 -2.32120 0.99689 1.55588  0.22
H9 0.48332 -1.47185 1.44616  0.41
H10 0.69563 -0.07151 -1.19405  0.26
H11 0.87404 1.54586 0.70191  0.23
H12 2.96342 2.57944 -0.41165  0.21
H13 1.66890 2.04367 -1.52238  0.22
H14 3.09119 1.05767 -1.38850  0.24
H15 2.09948 0.11987 2.48607  0.22
H16 3.46467 0.00456 1.34377  0.20
H17 3.00036 1.54954 2.02190  0.22
H18 2.84351 -3.05457 -0.33294  0.51
N1 -2.93836 -1.74658 -1.10403  -0.80
N2 0.11815 -0.91209 0.66150  -0.61
O1 -1.77678 -1.97793 1.16894  -0.64
O2 -1.35139 1.58233 -0.81337  -0.74
O3 2.95880 -1.13073 -1.51533  -0.61
O4 2.15407 -2.46328 0.13706  -0.68

Summary:
HOMO energy = -9.625 eV
Total charge = 0
LUMO energy = 0.54 eV
Kohn-Sham gap = 10.17 eV
Total energy = -764.220966 Eh
Energy relative to the best compared isomer or geometry (same formula, charge and spin) = 38.0 kcal/mol

[3]
Computed, not measured: 6 unconnected molecules or ions with the total composition C41H91BINO7P2 in a non-equilibrium geometry, with ωB97M-V/def2-TZVPD.

Each line ends with the Löwdin charge.
Atoms and positions in Å:
C1 0.21422 -0.82490 -3.25120  -0.14
C2 -0.14823 -2.41686 -3.61817  -0.31
C3 0.52729 -3.49798 -2.59112  -0.60
I1 -0.47299 -3.17467 -0.65903  0.97
C4 0.62968 -5.03896 -3.10569  -0.31
C5 1.90657 -4.93030 -4.18175  -0.13
C6 3.38984 -4.95146 -3.48796  -0.15
N1 4.06353 -6.16616 -3.30691  0.06
C7 -0.52354 -5.76749 -3.97583  -0.31
P1 -0.75163 -5.67892 -5.84810  0.94
C8 -2.67817 -5.47668 -6.09508  -0.27
O1 -0.09242 -4.26326 -6.60558  -0.39
C9 -0.04974 -7.37001 -3.82496  -0.23
O2 -0.63426 -8.46130 -4.39451  0.01
O3 1.20036 -7.32803 -2.99596  -0.08
C10 0.82821 -6.26683 -1.98973  -0.27
B1 -0.41898 -7.04168 -1.29218  -0.46
C11 -1.98781 -6.66098 -1.09679  -0.04
O4 -0.11488 -8.42588 -0.76802  0.04
P2 1.99684 -5.99587 -0.49389  0.79
O5 2.68712 -4.58888 -0.40211  -0.38
O6 3.16226 -7.32748 -0.33871  -0.20
O7 0.95923 -6.12556 0.94296  -0.25
H1 1.22872 -0.60887 -3.83897  0.09
H2 0.32538 -0.62025 -2.10995  0.04
H3 -0.60429 -0.16881 -3.78396  0.09
H4 -1.33301 -2.51974 -3.62993  0.11
H5 0.19601 -2.52013 -4.73317  0.09
H6 1.64008 -3.10254 -2.40896  0.11
H7 1.86078 -3.92246 -4.82040  0.12
H8 1.93472 -5.79679 -4.96710  0.12
H9 3.94593 -3.99867 -3.08822  0.12
H10 3.48441 -6.95909 -3.67084  0.03
H11 -1.59870 -5.47992 -3.57165  0.12
H12 -3.23105 -5.34851 -5.05491  0.05
H13 -3.11208 -6.41912 -6.68578  0.07
H14 -2.91148 -4.53169 -6.74410  0.05
H15 0.90079 -4.31432 -6.73549  0.06
H16 -2.24605 -5.60216 -0.69876  0.02
H17 -2.54910 -6.81196 -2.14022  0.09
H18 -2.55395 -7.41872 -0.36549  0.10
H19 0.86341 -8.60513 -0.77098  0.09
H20 3.51620 -7.19242 0.60912  0.11
H21 0.87692 -5.19743 1.34755  0.07
C12 -2.39509 0.53738 4.44118  -0.12
C13 -3.26840 1.18233 3.37594  -0.27
C14 -3.52862 0.27216 2.17268  -0.22
C15 -2.28231 -0.13147 1.37612  -0.24
C16 -1.45627 1.03071 0.81930  -0.26
C17 -2.22039 1.88824 -0.17768  -0.10
H22 -1.39749 0.30275 4.05787  0.06
H23 -2.27238 1.21698 5.28970  0.06
H24 -2.84974 -0.38751 4.81027  0.08
H25 -2.81762 2.12643 3.05299  0.10
H26 -4.23313 1.44202 3.82879  0.11
H27 -4.24279 0.76768 1.50593  0.10
H28 -4.02659 -0.64194 2.52044  0.11
H29 -2.59896 -0.77276 0.54334  0.08
H30 -1.63368 -0.75394 2.00340  0.10
H31 -0.57244 0.61736 0.31670  0.09
H32 -1.08061 1.65928 1.63402  0.09
H33 -2.56584 1.28683 -1.02373  0.08
H34 -1.57226 2.68007 -0.56680  0.05
H35 -3.08833 2.36779 0.28352  0.07
C18 0.06466 3.25406 4.73002  -0.11
C19 1.57311 3.44740 4.75331  -0.27
C20 2.35134 2.13263 4.85166  -0.22
C21 2.10417 1.32006 6.12813  -0.23
C22 2.40190 2.05275 7.43870  -0.27
C23 3.86089 2.45716 7.58357  -0.12
H36 -0.29769 2.79290 5.65372  0.06
H37 -0.43723 4.22030 4.62333  0.07
H38 -0.23416 2.62173 3.88786  0.06
H39 1.84530 4.11724 5.57555  0.10
H40 1.87166 3.95830 3.82969  0.09
H41 3.42103 2.35036 4.75949  0.10
H42 2.09708 1.50446 3.98838  0.11
H43 2.71856 0.41153 6.08204  0.11
H44 1.06323 0.97687 6.14679  0.10
H45 2.14056 1.38928 8.27305  0.11
H46 1.76294 2.93704 7.53750  0.10
H47 4.51427 1.58115 7.53329  0.08
H48 4.02155 2.94489 8.55042  0.07
H49 4.16458 3.16083 6.80343  0.07
C24 0.87333 4.82763 0.66739  -0.11
C25 1.70067 5.79371 -0.16662  -0.27
C26 0.85355 6.81974 -0.92397  -0.22
C27 -0.11176 6.23348 -1.96090  -0.22
C28 0.53870 5.37833 -3.05115  -0.27
C29 1.52081 6.15251 -3.91678  -0.11
H50 0.20835 4.22279 0.04358  0.05
H51 1.52992 4.14283 1.21221  0.06
H52 0.26409 5.36770 1.39918  0.08
H53 2.33390 5.23125 -0.86052  0.10
H54 2.38234 6.33341 0.50216  0.11
H55 1.52350 7.53529 -1.41315  0.10
H56 0.26959 7.40170 -0.19953  0.11
H57 -0.65208 7.06281 -2.43556  0.09
H58 -0.87386 5.63227 -1.45155  0.10
H59 -0.25407 4.97917 -3.69676  0.11
H60 1.04123 4.51090 -2.60952  0.10
H61 1.02699 6.99836 -4.40414  0.05
H62 1.92778 5.50181 -4.69746  0.07
H63 2.36241 6.53332 -3.33140  0.07
C30 -0.40854 -8.37370 7.45843  -0.12
C31 -0.23958 -9.34863 6.30330  -0.27
C32 1.01052 -9.08002 5.46126  -0.23
C33 1.04192 -7.72111 4.75196  -0.23
C34 -0.13336 -7.44657 3.81048  -0.27
C35 -0.21281 -8.42306 2.64715  -0.11
H64 -0.53567 -7.34624 7.10439  0.07
H65 -1.29499 -8.63408 8.04435  0.07
H66 0.45958 -8.40466 8.12458  0.08
H67 -1.13629 -9.33344 5.67518  0.10
H68 -0.16939 -10.36356 6.71342  0.10
H69 1.11312 -9.88045 4.72036  0.10
H70 1.89527 -9.15268 6.10658  0.11
H71 1.97720 -7.65231 4.18138  0.11
H72 1.08742 -6.92015 5.49901  0.10
H73 -0.02300 -6.43224 3.40603  0.09
H74 -1.07855 -7.45548 4.36414  0.10
H75 0.70568 -8.39644 2.05342  0.06
H76 -1.04840 -8.15889 1.99102  0.07
H77 -0.37335 -9.44880 2.99076  0.07
C36 -3.30239 11.26806 -6.09968  -0.12
C37 -1.79393 11.46141 -6.07639  -0.27
C38 -1.01570 10.14663 -5.97804  -0.23
C39 -1.26287 9.33406 -4.70157  -0.23
C40 -0.96515 10.06675 -3.39100  -0.27
C41 0.49385 10.47116 -3.24614  -0.11
H78 -3.66473 10.80691 -5.17598  0.07
H79 -3.80427 12.23431 -6.20637  0.07
H80 -3.60120 10.63573 -6.94184  0.08
H81 -1.52175 12.13125 -5.25415  0.10
H82 -1.49539 11.97230 -7.00001  0.11
H83 0.05399 10.36437 -6.07021  0.10
H84 -1.26996 9.51847 -6.84132  0.11
H85 -0.64848 8.42553 -4.74766  0.09
H86 -2.30381 8.99087 -4.68291  0.10
H87 -1.22649 9.40328 -2.55665  0.09
H88 -1.60411 10.95105 -3.29220  0.10
H89 1.14723 9.59515 -3.29641  0.06
H90 0.65451 10.95890 -2.27928  0.07
H91 0.79754 11.17484 -4.02627  0.07

Summary:
HOMO energy = -8.701 eV
Total charge = 0
LUMO energy = -0.66 eV
Kohn-Sham gap = 8.04 eV
Total energy = -3203.325148 Eh
Energy relative to the best compared isomer or geometry (same formula, charge and spin) = 181.7 kcal/mol

[4]
Computed, not measured: a molecular structure, C24H31Br12F2N2O2S in a non-equilibrium geometry, with ωB97M-V/def2-TZVPD.

Each line ends with the Löwdin charge.
Atoms and positions in Å:
C1 -3.14738 6.57757 -0.40165  -0.11
C2 -2.82597 5.55854 0.84806  -0.28
O1 -3.99289 4.78978 1.32253  -0.20
C3 -3.39803 3.58201 1.97158  -0.21
C4 -3.14510 2.33708 0.92361  -0.21
C5 -2.70726 0.92120 1.69856  -0.22
C6 -1.43140 1.14254 2.70399  -0.20
C7 -0.14849 0.15831 2.42447  -0.14
C8 0.45393 0.21829 0.90062  0.04
C9 0.52560 1.64290 0.03742  -0.02
F1 0.05552 2.96148 0.57597  -0.07
C10 1.14113 1.70321 -1.51611  -0.47
S1 1.13896 3.35494 -2.45170  0.71
C11 1.70987 0.28418 -2.11646  -0.10
C12 2.38297 0.26681 -3.64109  -0.12
C13 1.50407 0.47929 -5.03306  0.00
C14 2.34689 0.48170 -6.43784  -0.08
N1 3.82938 0.33357 -6.63017  -0.01
C15 4.60270 0.11586 -5.36077  -0.08
C16 4.03350 0.06879 -3.82532  0.02
C17 1.59123 -1.08014 -1.17681  -0.03
O2 2.09476 -2.33375 -1.82962  -0.02
N2 1.01107 -1.06707 0.25317  0.01
C18 1.03559 -2.42246 0.96540  -0.14
C19 -0.34251 -3.28915 0.58790  -0.11
C20 -0.42154 -4.55024 1.67118  -0.12
F2 0.61720 -5.59513 1.33786  -0.15
H1 -4.01637 7.35914 -0.16588  0.09
H2 -2.15098 7.19932 -0.60043  0.09
H3 -3.38072 6.02038 -1.42437  0.08
H4 -2.42099 6.24103 1.73374  0.14
H5 -1.92483 4.86946 0.49882  0.11
H6 -2.42194 3.96468 2.51200  0.11
H7 -4.13278 3.24360 2.84832  0.15
H8 -4.20990 2.10321 0.43824  0.07
H9 -2.43833 2.59569 0.02261  0.09
H10 -3.65035 0.65761 2.38035  0.13
H11 -2.59817 0.02676 0.94720  0.04
H12 -1.81320 0.88099 3.80364  0.13
H13 -1.06778 2.27529 2.77684  0.11
H14 -0.44912 -0.91217 2.79887  0.10
H15 0.72528 0.52474 3.15000  0.15
H16 -0.24548 3.53391 -2.77112  -0.08
H17 0.34419 0.63826 -5.02181  0.07
H18 1.69748 0.62470 -7.43009  0.12
H19 5.78089 -0.03966 -5.48051  0.12
H20 4.77787 -0.08571 -2.93539  0.10
H21 1.39298 -2.70752 -2.44510  0.15
H22 1.99191 -3.07363 0.67093  0.16
H23 1.05396 -2.34379 2.13343  0.12
H24 -0.31955 -3.72239 -0.50724  0.13
H25 -1.23483 -2.51096 0.73861  0.13
H26 -0.20712 -4.22424 2.77432  0.04
H27 -1.45378 -5.11314 1.65015  0.14
C21 -0.51436 -5.12797 5.72286  -1.58
Br1 -0.12623 -3.26401 5.32391  0.55
Br2 -0.07986 -5.57975 7.56436  0.59
Br3 -2.34851 -5.59718 5.27591  0.58
H28 0.13566 -5.73393 5.08308  -0.02
C22 6.47239 -2.22911 -8.31619  -1.62
Br4 5.99874 -3.13814 -9.96952  0.56
Br5 7.00596 -3.48297 -6.92797  0.54
Br6 7.81776 -0.85430 -8.60581  0.55
H29 5.56933 -1.72270 -7.95973  -0.05
C23 -0.01452 -1.44868 8.97753  -1.62
Br7 0.37360 0.41528 8.57857  0.55
Br8 0.41997 -1.90046 10.81903  0.57
Br9 -1.84868 -1.91789 8.53058  0.52
H30 0.63549 -2.05464 8.33775  -0.05
C24 -3.18218 -0.13422 -2.74858  -1.53
Br10 -3.13580 -1.92765 -3.50066  0.58
Br11 -4.25516 -0.05646 -1.12787  0.69
Br12 -1.39448 0.57955 -2.46806  0.70
H31 -3.67127 0.50960 -3.48703  -0.01

Summary:
HOMO energy = -11.658 eV
Total charge = +1
LUMO energy = -5.15 eV
Kohn-Sham gap = 6.51 eV
Total energy = -32678.149948 Eh

total energy of number 2 (C9H18N2O4)?
-764.220966 Eh

Look up the total energy of the second one.
-764.220966 Eh